No. 1
Computed, not measured: a gas-phase ion, C5H13N2O (charge -1), with the ωB97M-V functional and the def2-TZVPD basis.

CARTESIAN COORDINATES (ANGSTROEM)
O  2.499  -1.071  -0.544
N  0.992  1.037  2.133
N  -1.539  0.369  0.337
C  0.209  -0.491  -1.215
C  -0.129  -0.055  0.197
C  1.749  -0.551  -1.526
C  0.708  1.124  0.677
C  -2.556  -0.628  0.080
H  -3.247  -0.322  -0.717
H  0.337  2.123  0.414
H  1.379  0.113  2.207
H  -3.234  -0.736  0.935
H  1.674  1.681  2.417
H  1.984  0.531  -1.736
H  -2.264  -1.640  -0.217
H  -0.199  -1.507  -1.332
H  1.799  -1.119  -2.488
H  1.649  1.151  0.128
H  -1.644  0.705  1.285
H  -0.286  0.134  -1.949
H  0.122  -0.847  0.914

Computed properties:
DFT total energy in eV: -10422.4573
Structure (SMILES): CN[C@H](CN)CC[O-]
Kohn-Sham gap in eV: 6.303
Energy relative to the best compared isomer or geometry (same formula, charge and spin) in kJ/mol: 119.8
Net charge: -1
Maximum force in eV/A: 2.41
LUMO in eV: 3.8867


No. 2
Computed, not measured: a molecular structure, C35H48BClN12O2Tl, with the ωB97M-V functional and the def2-TZVPD basis.

CARTESIAN COORDINATES (ANGSTROEM)
Tl  -1.804  -2.226  -0.945
Cl  1.142  5.546  -4.675
O  -3.692  -3.624  0.023
O  2.786  -0.027  1.969
N  -3.755  -0.840  -0.978
N  -3.947  0.127  -0.057
N  -2.364  -0.630  1.725
N  0.693  -2.262  -0.778
N  2.691  -1.906  -1.661
N  -4.158  2.463  1.743
N  -1.613  0.921  -0.140
N  -3.048  1.745  1.730
N  2.700  -1.547  -0.378
N  -1.687  -1.694  1.259
N  -1.209  0.082  -1.109
N  -4.796  -5.517  -0.413
C  -5.182  0.632  -0.196
C  -2.516  -5.312  -1.238
C  -2.739  3.332  3.240
C  0.040  0.135  -3.221
C  -0.457  0.757  -1.970
C  -5.078  4.426  2.915
C  -0.346  2.082  -1.532
C  3.097  2.407  -3.230
C  5.161  1.865  2.425
C  5.377  -0.583  2.865
C  2.280  4.900  -2.311
C  -5.800  -0.011  -1.247
C  3.822  0.206  1.021
C  -4.023  3.436  2.643
C  3.282  1.358  0.126
C  -2.052  -1.994  3.433
C  -4.853  -0.936  -1.718
C  -1.486  -2.531  2.273
C  -2.160  2.250  2.638
C  4.169  1.880  -1.013
C  2.407  3.247  -4.076
C  -1.101  2.141  -0.382
C  1.498  -1.770  0.153
C  -4.944  -1.871  -2.864
C  3.932  -1.103  0.212
C  -0.753  -3.808  2.104
C  -1.686  -4.289  -1.994
C  1.482  -2.342  -1.875
C  1.993  4.501  -3.619
C  2.959  4.043  -1.473
C  6.424  0.396  0.867
C  -3.723  -4.734  -0.496
C  -2.608  -0.800  3.035
C  5.183  0.478  1.766
C  3.388  2.785  -1.916
B  -2.767  0.550  0.832
H  -2.845  -6.099  -1.922
H  4.999  2.450  -0.594
H  3.432  1.446  -3.594
H  -0.421  -0.843  -3.343
H  -5.368  4.936  1.996
H  5.711  -1.526  2.441
H  0.156  -3.805  2.702
H  4.630  -0.988  -0.615
H  -5.766  -1.594  -3.518
H  2.346  0.994  -0.310
H  -4.742  5.157  3.646
H  3.194  4.368  -0.471
H  4.569  1.046  -1.589
H  1.238  -1.562  1.169
H  6.046  1.977  3.047
H  -6.785  0.151  -1.628
H  4.294  2.006  3.069
H  -1.367  -4.638  2.446
H  -2.329  3.966  3.998
H  5.181  2.663  1.686
H  -0.226  0.755  -4.073
H  -2.056  -2.429  4.410
H  2.188  2.960  -5.093
H  -4.014  -1.854  -3.433
H  1.165  -2.728  -2.822
H  4.470  -0.763  3.434
H  1.123  0.019  -3.223
H  4.290  -1.890  0.878
H  7.304  0.497  1.499
H  -1.309  2.976  0.254
H  -5.111  -2.891  -2.518
H  3.015  2.188  0.782
H  6.503  -0.563  0.363
H  0.189  2.878  -2.003
H  -0.631  -4.543  -1.974
H  -5.526  1.422  0.442
H  6.467  1.185  0.126
H  6.146  -0.249  3.555
H  -2.010  -4.169  -3.023
H  1.980  5.879  -1.973
H  -3.167  -0.086  3.604
H  -1.200  1.797  2.781
H  -4.823  -6.459  -0.764
H  -1.908  -5.779  -0.456
H  -5.599  -5.187  0.103
H  2.860  0.622  2.677
H  -0.488  -3.958  1.058
H  -5.975  3.930  3.286

Computed properties:
⟨S²⟩: 0.765
DFT total energy in eV: -76931.0360
Spin multiplicity: 2
Kohn-Sham gap (alpha / beta) in eV: 7.052 / 2.827
Energy relative to the best compared isomer or geometry (same formula, charge and spin) in kJ/mol: 0.0
Net charge: +2
Maximum force in eV/A: 1.83
LUMO (alpha / beta) in eV: -5.6081 / -9.8330


No. 3
Computed, not measured: C4H5NO2 in the gas phase, with the ωB97M-V functional and the def2-TZVPD basis.

CARTESIAN COORDINATES (ANGSTROEM)
O  -2.547  0.416  -0.103
O  1.923  -0.417  -0.077
N  1.778  0.968  -0.340
C  0.664  -0.930  -0.024
C  -0.346  0.142  0.480
C  0.608  1.220  -0.073
C  -1.583  -0.214  -0.316
H  -0.539  0.224  1.627
H  0.054  -1.351  -0.929
H  -1.359  -0.759  -1.239
H  0.808  -1.731  0.816
H  0.541  2.433  0.178

Computed properties:
DFT total energy in eV: -9809.4681
Structure (SMILES): O=C[C@@H]1C=NOC1
Kohn-Sham gap in eV: 10.549
Energy relative to the best compared isomer or geometry (same formula, charge and spin) in kJ/mol: 467.6
Net charge: 0
Maximum force in eV/A: 7.93
LUMO in eV: 0.2758


No. 4
Computed, not measured: a molecular structure, C13H28N4OP2SYb, with the ωB97M-V functional and the def2-TZVPD basis.

CARTESIAN COORDINATES (ANGSTROEM)
Yb  -0.005  0.010  -0.210
S  -1.731  -0.422  2.115
P  1.739  -2.387  0.194
P  0.234  2.886  -0.298
O  1.912  0.290  -1.793
N  -1.087  -1.884  -1.069
N  -1.853  0.759  -1.178
N  -0.036  1.086  3.486
N  0.054  -1.188  3.916
C  1.352  -1.036  -3.714
C  -2.931  -0.203  -1.390
C  1.840  0.193  -3.057
C  0.847  -1.028  5.129
C  -1.929  1.923  -2.111
C  -2.417  -1.643  -1.577
C  1.742  1.434  -3.892
C  -0.508  -0.161  3.245
C  -1.021  3.122  -1.691
C  0.654  -3.516  -0.642
C  0.609  1.416  4.748
C  1.555  0.305  5.150
C  -0.613  -3.107  -1.080
H  1.226  1.197  -4.839
H  2.370  -3.352  1.025
H  0.204  -1.128  6.002
H  0.782  -0.790  -4.650
H  -3.001  2.373  -2.114
H  1.138  2.354  4.616
H  -0.141  1.574  5.526
H  2.789  -2.455  -0.783
H  1.562  -1.842  5.170
H  1.329  3.305  -1.118
H  -1.249  -3.916  -1.470
H  -3.455  0.057  -2.328
H  -1.750  1.743  -3.208
H  1.956  0.504  6.148
H  -3.144  -2.330  -1.139
H  0.057  4.206  0.185
H  -0.395  -2.084  3.742
H  0.904  -1.665  -2.925
H  -1.750  3.827  -1.273
H  2.194  -1.636  -4.089
H  -0.595  1.825  3.030
H  2.664  1.904  -4.315
H  -2.423  -1.818  -2.664
H  0.903  -4.561  -0.781
H  -3.679  -0.226  -0.558
H  2.398  0.284  4.456
H  -0.553  3.544  -2.596
H  1.254  2.258  -3.332

Computed properties:
⟨S²⟩: 2.033
DFT total energy in eV: -82870.5029
Spin multiplicity: 3
Kohn-Sham gap (alpha / beta) in eV: 7.702 / 5.410
Energy relative to the best compared isomer or geometry (same formula, charge and spin) in kJ/mol: 117.1
Net charge: +2
Maximum force in eV/A: 2.78
LUMO (alpha / beta) in eV: -6.0175 / -8.1650


No. 5
Computed, not measured: a molecular structure, C24H24N4S2Tc, with the ωB97M-V functional and the def2-TZVPD basis.

CARTESIAN COORDINATES (ANGSTROEM)
Tc  0.422  0.705  -0.537
S  0.866  3.018  -0.645
S  1.981  0.627  1.014
N  -1.299  0.337  0.356
N  4.911  2.334  2.442
N  3.351  5.520  0.436
N  0.315  -1.371  -0.322
C  -3.146  -1.173  0.944
C  2.004  -1.710  -1.962
C  -1.323  1.931  2.760
C  -2.610  1.939  -0.872
C  -3.259  3.986  0.219
C  -2.638  3.592  1.402
C  -2.003  1.567  0.340
C  2.786  2.117  1.010
C  3.120  -2.380  -2.433
C  1.750  -3.239  1.562
C  2.869  4.480  0.368
C  -1.762  -0.864  0.515
C  1.383  -0.659  -2.841
C  1.481  -2.076  -0.713
C  2.142  -2.978  0.138
C  -3.242  3.177  -0.906
C  3.279  -3.608  -0.371
C  2.262  3.193  0.287
C  3.743  -3.343  -1.644
C  -0.779  -1.898  0.143
C  3.959  2.244  1.806
C  -2.580  1.048  -2.082
C  -1.982  2.376  1.492
C  -1.119  -3.341  0.223
H  -3.717  3.508  -1.819
H  -2.661  4.247  2.263
H  0.480  -0.992  -3.358
H  3.815  -4.306  0.258
H  -3.689  -1.664  0.133
H  -1.124  2.785  3.403
H  -1.281  -3.647  1.258
H  1.097  0.352  -2.410
H  1.101  -2.465  1.975
H  -3.759  4.945  0.177
H  -2.637  1.640  -2.992
H  3.524  -2.140  -3.407
H  -0.381  1.412  2.577
H  2.645  -3.277  2.182
H  -1.669  0.434  -2.152
H  4.621  -3.852  -2.015
H  -3.425  0.355  -2.088
H  1.247  -4.201  1.671
H  -3.125  -1.876  1.779
H  -2.053  -3.515  -0.316
H  -3.680  -0.272  1.238
H  -0.342  -3.959  -0.216
H  2.104  -0.316  -3.582
H  -1.971  1.249  3.316

Computed properties:
⟨S²⟩: 1.248
DFT total energy in eV: -55090.0310
Spin multiplicity: 2
Kohn-Sham gap (alpha / beta) in eV: 5.813 / 6.513
Energy relative to the best compared isomer or geometry (same formula, charge and spin) in kJ/mol: 23.0
Net charge: +2
Maximum force in eV/A: 0.66
LUMO (alpha / beta) in eV: -9.4189 / -8.7165


No. 6
Computed, not measured: 6 unconnected molecules or ions with the total composition C26H26Cl6, with the ωB97M-V functional and the def2-TZVPD basis.

CARTESIAN COORDINATES (ANGSTROEM)
Cl  -10.452  13.308  9.451
Cl  -11.232  15.904  10.109
Cl  -14.045  19.717  8.976
Cl  -14.440  16.848  8.909
Cl  -14.858  18.550  6.487
Cl  -8.399  15.186  10.660
C  -12.527  13.293  3.818
C  -11.448  12.506  4.119
C  -9.644  16.313  6.394
C  -13.065  13.250  12.338
C  -5.436  13.159  13.678
C  -15.048  18.458  8.292
C  -12.201  11.098  13.099
C  -11.170  13.063  13.843
C  -6.672  13.829  13.553
C  -9.822  14.950  9.566
C  -5.961  15.359  15.268
C  -10.177  12.947  3.863
C  -12.423  14.613  3.272
C  -10.912  16.920  6.364
C  -8.798  17.998  7.845
C  -12.052  13.862  13.161
C  -11.083  18.087  7.092
C  -13.090  11.840  12.347
C  -4.491  13.660  14.531
C  -11.126  14.966  2.879
C  -9.997  14.155  3.113
C  -4.706  14.742  15.291
C  -6.958  14.937  14.364
C  -11.207  11.705  13.845
C  -8.558  16.822  7.084
C  -9.968  18.653  7.772
H  -3.475  13.187  14.624
H  -12.015  14.952  13.211
H  -5.265  12.240  13.153
H  -16.078  18.666  8.640
H  -12.075  18.490  7.195
H  -8.046  18.457  8.462
H  -3.915  15.287  15.834
H  -13.507  12.962  4.193
H  -7.919  15.406  14.324
H  -13.758  11.266  11.770
H  -10.421  13.539  14.500
H  -12.219  9.977  12.973
H  -11.785  16.535  5.870
H  -9.478  15.324  8.601
H  -13.220  15.330  3.280
H  -13.777  13.886  11.829
H  -10.498  11.054  14.403
H  -7.461  13.470  12.891
H  -9.463  15.334  5.974
H  -11.693  11.675  4.732
H  -9.289  12.525  4.299
H  -6.145  16.173  15.924
H  -10.861  15.898  2.451
H  -9.053  14.432  2.796
H  -7.628  16.272  7.113
H  -10.046  19.618  8.335

Computed properties:
DFT total energy in eV: -102516.4246
Structure (SMILES): ClC(Cl)Cl.ClC(Cl)Cl.c1ccccc1.c1ccccc1.c1ccccc1.c1ccccc1
Kohn-Sham gap in eV: 9.521
Energy relative to the best compared isomer or geometry (same formula, charge and spin) in kJ/mol: 100.6
Net charge: 0
Maximum force in eV/A: 4.13
LUMO in eV: 0.3582